1.
A molecular structure, C19H40N6O2RuSSi2. Source: the Open Molecules 2025 dataset; level of theory: ωB97M-V/def2-TZVPD.

The charge is +1. The multiplicity is 2. The energy above the lowest of the compared OMol25 structures with the same formula, charge and spin is 63.40 kJ/mol. The expectation value of S² is 0.800. As for the lowest unoccupied orbital energy (alpha / beta): -0.102 / -0.113 Eh. Its total energy is -2298.9316 Eh.

Atoms and positions in Å:
Ru -0.863 0.713 0.026
C -4.434 0.400 3.831
O -3.573 1.316 3.134
C -3.144 1.030 1.924
O -2.328 1.771 1.381
N -3.666 -0.051 1.294
N -3.188 -0.313 -0.002
H -4.489 0.772 4.847
H -4.004 -0.602 3.830
H -5.433 0.406 3.392
H -4.440 -0.582 1.650
H -3.870 0.002 -0.686
H -3.057 -1.313 -0.086
C -1.552 -1.952 -2.414
Si -1.435 -0.171 -2.998
C -0.994 -0.260 -4.805
C -2.977 0.896 -2.872
N -0.264 0.571 -1.864
C 0.752 1.411 -2.178
C 1.321 1.588 -3.476
C 2.387 2.415 -3.645
C 2.960 3.100 -2.537
C 2.440 2.955 -1.289
C 1.298 2.121 -1.085
N 0.661 1.882 0.094
Si 1.279 2.637 1.637
C 0.283 2.092 3.108
C 1.160 4.488 1.500
C 3.028 2.029 1.891
H -2.505 -2.430 -2.661
H -1.343 -2.059 -1.350
H -0.774 -2.519 -2.935
H -1.752 -0.876 -5.298
H -0.026 -0.737 -4.977
H -0.989 0.714 -5.297
H -3.895 0.373 -3.159
H -2.865 1.728 -3.571
H -3.110 1.340 -1.886
H 0.896 1.054 -4.314
H 2.817 2.555 -4.628
H 3.820 3.736 -2.699
H 2.889 3.472 -0.454
H -0.678 2.601 3.169
H 0.855 2.336 4.008
H 0.108 1.016 3.120
H 0.130 4.785 1.285
H 1.799 4.933 0.737
H 1.438 4.925 2.463
H 3.018 0.990 2.232
H 3.516 2.623 2.668
H 3.649 2.083 0.996
C 2.350 -3.430 -0.605
N 1.835 -2.307 0.173
C 2.324 -1.012 -0.279
C 0.849 -2.464 1.065
S -0.335 -1.289 1.471
N 0.797 -3.660 1.694
C -0.399 -4.119 2.388
C 2.021 -4.319 2.149
H 2.359 -3.130 -1.653
H 1.704 -4.297 -0.496
H 3.369 -3.695 -0.317
H 3.413 -1.061 -0.335
H 2.033 -0.241 0.417
H 1.924 -0.769 -1.264
H -1.290 -3.848 1.832
H -0.465 -3.696 3.393
H -0.343 -5.205 2.462
H 2.893 -3.719 1.905
H 2.130 -5.312 1.711
H 1.974 -4.421 3.235



2.
A molecular structure, C42H40FeN7OSSb. Source: the Open Molecules 2025 dataset; level of theory: ωB97M-V/def2-TZVPD.

The energy above the lowest of the compared OMol25 structures with the same formula, charge and spin is 19.67 kJ/mol. As for the lowest unoccupied orbital energy: -0.004 Eh. Its total energy is -3985.2073 Eh.

Atoms and positions in Å:
Fe -1.146 0.172 -0.134
C -5.021 3.325 2.517
C -3.586 3.837 2.526
N -2.619 2.816 2.891
C -2.182 1.852 2.052
S -2.424 1.989 0.351
N -1.564 0.837 2.659
N -1.108 -0.075 1.774
C -0.585 -1.172 2.237
C -0.486 -1.454 3.700
C -0.126 -2.080 1.181
C 0.299 -3.386 1.406
C 0.652 -4.182 0.330
C 0.575 -3.659 -0.953
C 0.151 -2.350 -1.100
N -0.179 -1.571 -0.075
H -5.711 4.137 2.286
H -5.295 2.907 3.488
H -5.136 2.549 1.760
H -3.474 4.658 3.236
H -3.314 4.208 1.539
H -2.569 2.553 3.864
H -1.463 -1.328 4.168
H 0.181 -0.730 4.174
H -0.115 -2.454 3.905
H 0.347 -3.772 2.413
H 0.977 -5.202 0.490
H 0.839 -4.244 -1.821
H 0.085 -1.893 -2.080
C -2.008 0.314 -4.251
C -1.925 0.034 -2.787
N -1.054 0.555 -1.982
N -0.156 1.492 -2.383
C 0.564 1.862 -1.318
O 0.509 1.316 -0.167
C 1.456 3.034 -1.516
C 1.881 3.415 -2.787
C 2.645 4.558 -2.944
C 2.969 5.337 -1.838
C 2.546 4.957 -0.573
C 1.800 3.800 -0.409
C -2.850 -0.867 -2.084
C -3.820 -1.627 -2.729
C -4.629 -2.464 -1.982
C -4.458 -2.519 -0.606
C -3.480 -1.726 -0.030
N -2.694 -0.923 -0.739
H -1.278 1.079 -4.500
H -3.002 0.668 -4.530
H -1.795 -0.583 -4.839
H 1.608 2.805 -3.635
H 2.981 4.853 -3.930
H 3.552 6.240 -1.965
H 2.802 5.559 0.289
H 1.464 3.484 0.570
H -3.918 -1.562 -3.804
H -5.386 -3.067 -2.466
H -5.069 -3.160 0.014
H -3.311 -1.720 1.040
C 5.541 3.764 2.040
C 4.932 2.917 2.958
C 4.275 1.780 2.516
C 4.216 1.468 1.157
C 4.819 2.329 0.248
C 5.485 3.466 0.688
Sb 3.135 -0.303 0.612
C 4.694 -1.579 1.421
C 4.355 -2.891 1.744
C 5.296 -3.773 2.260
C 6.599 -3.350 2.465
C 6.951 -2.041 2.166
C 6.004 -1.164 1.654
C 3.851 -0.373 -1.414
C 5.207 -0.399 -1.736
C 5.622 -0.347 -3.058
C 4.686 -0.259 -4.081
C 3.334 -0.246 -3.776
C 2.924 -0.309 -2.450
H 6.048 4.658 2.380
H 4.971 3.144 4.016
H 3.812 1.119 3.242
H 4.772 2.121 -0.815
H 5.950 4.127 -0.032
H 3.339 -3.235 1.588
H 5.010 -4.789 2.503
H 7.338 -4.033 2.864
H 7.965 -1.701 2.334
H 6.291 -0.138 1.448
H 5.950 -0.466 -0.950
H 6.679 -0.368 -3.292
H 5.012 -0.198 -5.112
H 2.596 -0.175 -4.565
H 1.865 -0.290 -2.228



3.
A molecular structure, C42H53CaI2N11O5S4Si. Source: the Open Molecules 2025 dataset; level of theory: ωB97M-V/def2-TZVPD.

The charge is +1. The multiplicity is 2. The energy above the lowest of the compared OMol25 structures with the same formula, charge and spin is 166.42 kJ/mol. The expectation value of S² is 0.756. As for the lowest unoccupied orbital energy (alpha / beta): -0.121 / -0.121 Eh. Its total energy is -5766.0245 Eh.

Atoms and positions in Å:
Ca 0.492 0.116 -0.308
I -0.985 2.568 2.302
C -2.947 1.797 2.571
I -3.662 0.663 0.934
H -3.602 2.648 2.711
H -2.923 1.167 3.453
C 5.144 -1.489 2.648
N 4.239 -0.624 1.893
C 2.911 -0.566 1.880
N 2.503 0.305 0.971
C 3.671 0.770 0.450
N 4.740 0.229 0.976
C 5.008 -2.942 2.256
C 6.011 -3.550 1.513
C 5.900 -4.881 1.132
C 4.784 -5.614 1.485
C 3.772 -5.012 2.232
C 3.887 -3.681 2.618
C 2.613 -5.812 2.620
N 2.426 -7.072 2.438
N 1.193 -7.370 2.992
C 0.723 -6.267 3.459
O 1.569 -5.217 3.255
C -0.553 -6.032 4.128
C -1.409 -7.101 4.373
C -2.625 -6.866 4.992
C -2.997 -5.578 5.346
C -2.149 -4.505 5.095
C -2.583 -3.101 5.459
N -1.806 -2.099 4.758
C -1.930 -1.692 3.490
N -0.917 -0.912 3.156
C -0.192 -0.867 4.303
N -0.684 -1.580 5.291
C -0.919 -4.741 4.499
H 4.970 -1.340 3.715
H 6.137 -1.120 2.403
H 2.270 -1.161 2.506
H 3.722 1.508 -0.331
H 6.886 -2.980 1.230
H 6.692 -5.345 0.562
H 4.683 -6.653 1.204
H 3.111 -3.244 3.233
H -1.113 -8.098 4.081
H -3.295 -7.691 5.188
H -3.961 -5.407 5.809
H -2.468 -2.906 6.525
H -3.633 -2.955 5.199
H -2.750 -1.985 2.854
H 0.702 -0.278 4.421
H -0.234 -3.925 4.316
C 0.046 4.032 -0.994
C 1.042 3.316 -1.832
N 1.324 2.045 -1.744
C 2.226 1.670 -2.718
C 2.673 2.687 -3.505
S 1.894 4.137 -3.071
C 2.574 0.258 -2.909
C 3.287 -0.225 -3.964
S 3.488 -1.908 -3.809
C 2.595 -1.883 -2.353
N 2.175 -0.699 -1.999
C 2.365 -3.144 -1.594
H -0.909 3.507 -1.076
H -0.074 5.060 -1.325
H 0.357 4.045 0.050
H 3.373 2.645 -4.318
H 3.676 0.313 -4.808
H 2.846 -3.986 -2.089
H 1.294 -3.351 -1.538
H 2.765 -3.065 -0.581
O -1.745 1.523 -2.215
N -1.329 0.524 -1.584
S -0.618 -3.624 0.756
C -0.082 -2.269 0.348
C -1.334 -4.179 -4.259
C -1.157 -3.370 -5.538
C -2.272 -3.663 -6.532
C 0.204 -3.642 -6.164
O -1.155 -1.972 -5.214
Si -2.189 -1.040 -4.378
S -1.540 -1.115 -2.299
O -2.217 0.465 -4.931
C -1.395 1.277 -5.778
C -1.332 0.668 -7.170
C -2.067 2.643 -5.802
C -0.016 1.373 -5.143
O -3.668 -1.701 -4.396
C -4.968 -1.139 -4.121
C -5.423 -0.371 -5.355
C -5.876 -2.328 -3.850
C -4.899 -0.222 -2.903
H -1.313 -5.247 -4.479
H -2.290 -3.945 -3.789
H -0.532 -3.948 -3.555
H -2.227 -4.705 -6.849
H -2.162 -3.029 -7.412
H -3.245 -3.472 -6.085
H 0.284 -4.685 -6.469
H 0.999 -3.423 -5.450
H 0.345 -3.013 -7.042
H -2.337 0.561 -7.578
H -0.859 -0.312 -7.140
H -0.758 1.315 -7.833
H -3.056 2.571 -6.254
H -1.473 3.351 -6.380
H -2.176 3.014 -4.783
H 0.447 0.385 -5.095
H -0.123 1.762 -4.131
H 0.630 2.035 -5.722
H -5.419 -1.026 -6.226
H -4.756 0.468 -5.544
H -6.434 0.012 -5.212
H -5.884 -3.000 -4.707
H -6.895 -1.992 -3.662
H -5.522 -2.879 -2.979
H -4.161 0.570 -3.042
H -4.624 -0.796 -2.017
H -5.871 0.242 -2.733



4.
A molecular structure, C30H31N3O6PRuSe2. Source: the Open Molecules 2025 dataset; level of theory: ωB97M-V/def2-TZVPD.

The multiplicity is 6. The energy above the lowest of the compared OMol25 structures with the same formula, charge and spin is 58.01 kJ/mol. The expectation value of S² is 8.765. As for the lowest unoccupied orbital energy (alpha / beta): 0.003 / -0.048 Eh. Its total energy is -7016.4479 Eh.

Atoms and positions in Å:
Ru -0.145 0.345 -0.283
N -1.383 1.426 1.400
N -2.624 0.783 1.579
C -2.950 -0.240 0.672
O -3.780 -1.072 0.991
O -2.333 -0.150 -0.455
H -0.765 1.192 2.186
H -1.508 2.432 1.330
H -2.888 0.600 2.538
C 4.674 -1.291 4.346
C 3.700 -2.012 3.668
C 2.864 -1.369 2.768
C 3.004 -0.003 2.537
C 3.982 0.717 3.218
C 4.814 0.072 4.123
P 1.950 0.736 1.271
C 1.733 2.488 1.724
C 1.342 2.790 3.032
C 0.999 4.086 3.381
C 1.032 5.097 2.427
C 1.416 4.802 1.127
C 1.765 3.504 0.776
C 2.794 0.730 -0.296
C 4.156 0.704 -0.575
C 4.564 0.661 -1.897
C 3.607 0.644 -2.909
C 2.253 0.648 -2.610
C 1.795 0.665 -1.286
H 5.323 -1.791 5.052
H 3.585 -3.073 3.845
H 2.094 -1.929 2.248
H 4.092 1.781 3.048
H 5.570 0.636 4.653
H 1.292 2.001 3.775
H 0.703 4.307 4.398
H 0.762 6.109 2.697
H 1.453 5.584 0.381
H 2.072 3.284 -0.242
H 4.887 0.719 0.226
H 5.617 0.637 -2.145
H 3.928 0.606 -3.943
H 1.555 0.598 -3.437
C -0.471 3.198 -3.097
Se -1.582 1.919 -2.167
C -1.389 0.562 -3.571
C -1.792 -0.859 -3.215
Se -0.457 -1.774 -2.129
C -1.671 -3.029 -1.303
H 0.565 2.868 -3.104
H -0.550 4.147 -2.572
H -0.839 3.320 -4.114
H -0.348 0.601 -3.887
H -1.999 0.928 -4.398
H -1.884 -1.427 -4.142
H -2.726 -0.904 -2.660
H -2.103 -3.647 -2.087
H -2.427 -2.471 -0.754
H -1.075 -3.645 -0.636
O -0.200 -0.374 3.142
C -0.500 -1.329 2.423
O -0.392 -1.393 1.143
C -1.016 -2.594 3.065
C -0.786 -2.836 4.413
C -1.261 -3.994 5.017
C -1.988 -4.916 4.278
C -2.201 -4.642 2.941
C -1.736 -3.510 2.313
N -2.967 -5.626 2.130
O -3.578 -6.488 2.727
O -2.865 -5.553 0.923
H -0.232 -2.100 4.981
H -1.069 -4.181 6.064
H -2.386 -5.821 4.713
H -1.952 -3.319 1.275



5.
A molecular structure, C18H28BN4P2PtS2 at a distorted geometry. Source: the Open Molecules 2025 dataset; level of theory: ωB97M-V/def2-TZVPD.

The charge is +1. The multiplicity is 3. The energy above the lowest of the compared OMol25 structures with the same formula, charge and spin is 42.79 kJ/mol. The expectation value of S² is 2.014. As for the lowest unoccupied orbital energy (alpha / beta): -0.077 / -0.159 Eh. Its total energy is -2544.8940 Eh.

Atoms and positions in Å:
Pt -0.822 -0.455 0.227
C 2.745 -0.210 -1.167
P 1.520 -0.745 0.083
C 2.030 -2.490 0.335
C 2.097 0.012 1.647
C 3.351 0.599 1.772
C 3.770 1.122 2.983
C 2.941 1.063 4.090
C 1.685 0.494 3.976
C 1.249 -0.023 2.762
P -0.427 -0.729 2.611
C -1.492 0.409 3.557
C -0.345 -2.198 3.709
H 3.733 -0.607 -0.927
H 2.777 0.876 -1.241
H 2.437 -0.621 -2.128
H 3.078 -2.555 0.623
H 1.875 -3.043 -0.590
H 1.412 -2.929 1.113
H 4.016 0.651 0.921
H 4.748 1.571 3.064
H 3.272 1.453 5.042
H 1.035 0.456 4.838
H -1.288 0.346 4.625
H -2.532 0.140 3.369
H -1.326 1.423 3.193
H 0.010 -1.893 4.692
H 0.327 -2.949 3.303
H -1.344 -2.621 3.792
C 1.734 3.478 -1.102
N 0.768 2.795 -1.913
C 0.765 2.725 -3.276
C -0.384 2.092 -3.637
N -1.094 1.793 -2.515
B -2.616 1.422 -2.504
N -2.794 -0.125 -2.617
C -2.938 -0.786 -3.798
C -3.244 -2.085 -3.546
N -3.287 -2.225 -2.188
C -3.571 -3.428 -1.456
C -3.000 -1.018 -1.638
S -3.142 -0.764 0.057
C -0.372 2.213 -1.465
S -0.744 2.113 0.191
H 2.697 3.484 -1.610
H 1.806 2.977 -0.136
H 1.425 4.510 -0.924
H 1.566 3.117 -3.864
H -0.743 1.855 -4.618
H -3.087 1.799 -1.488
H -3.077 1.903 -3.484
H -2.830 -0.276 -4.731
H -3.441 -2.902 -4.210
H -3.708 -4.240 -2.164
H -4.476 -3.313 -0.856
H -2.743 -3.662 -0.782



6.
2 unconnected molecules or ions with the total composition C6H6FNOS at a distorted geometry. Source: the Open Molecules 2025 dataset; level of theory: ωB97M-V/def2-TZVPD.

The multiplicity is 3. The expectation value of S² is 2.046. As for the lowest unoccupied orbital energy (alpha / beta): -0.018 / -0.037 Eh. Its total energy is -860.1020 Eh.

Atoms and positions in Å:
C 2.940 -0.236 -1.333
C 2.743 0.714 -0.322
C 1.566 -1.394 -0.053
C 0.713 -2.282 0.448
C -1.918 -0.925 0.682
C -1.435 -1.050 -0.690
N 2.294 -1.357 -1.160
O 0.269 -2.906 1.367
F -0.787 0.005 -1.198
S 1.633 0.180 0.919
H 3.551 -0.021 -2.131
H 3.093 1.745 -0.387
H -2.235 -1.989 0.961
H -1.091 -0.703 1.334
H -2.792 -0.202 0.902
H -1.980 -1.595 -1.413